1.
This record from the OMol25 dataset describes C10H19F3NO10S2V as an isolated structure. The level of theory is ωB97M-V/def2-TZVPD.

Output
electronic energy = -3239.70852 a.u.
LUMO energy = 4.47 eV
total charge = -2
strongest force on any atom = 0.097 Eh/bohr
energy above the lowest of the compared OMol25 structures with the same formula, charge and spin = 0.0 kJ/mol
HOMO = -2.02 eV

Positions of all 46 atoms, in Å:
O (1.06, 1.90, -0.34)
V (0.87, 1.54, -1.85)
O (1.96, 0.48, -2.31)
C (2.33, 4.75, -4.89)
F (2.80, 5.99, -4.93)
F (1.58, 4.53, -5.95)
F (3.39, 3.95, -4.93)
S (1.33, 4.56, -3.28)
O (0.02, 5.12, -3.53)
O (1.34, 3.08, -3.11)
O (2.09, 5.25, -2.29)
S (-2.13, 1.71, -1.98)
O (-0.91, 0.91, -2.38)
O (-1.58, 2.79, -1.17)
O (-2.71, 2.31, -3.21)
O (-3.12, 0.86, -1.31)
C (0.78, -3.35, 2.64)
C (0.90, -2.13, 1.71)
C (0.54, -2.59, 0.31)
C (-0.94, -2.89, 0.04)
C (-1.68, -1.55, 0.31)
C (-1.38, -0.92, 1.68)
N (0.05, -1.01, 1.99)
O (0.39, -0.46, 3.26)
C (-1.71, 0.56, 1.51)
C (-2.20, -1.50, 2.83)
C (2.38, -1.71, 1.69)
H (-0.18, -3.86, 2.55)
H (0.87, -3.14, 3.71)
H (1.55, -4.09, 2.43)
H (0.87, -1.81, -0.40)
H (1.17, -3.41, -0.07)
H (-1.30, -3.68, 0.70)
H (-0.95, -3.23, -0.99)
H (-2.75, -1.74, 0.22)
H (-1.48, -0.84, -0.49)
H (-1.43, 1.14, 2.41)
H (-1.03, 1.08, 0.83)
H (-2.75, 0.76, 1.29)
H (-1.94, -0.96, 3.73)
H (-3.27, -1.41, 2.63)
H (-2.01, -2.57, 2.94)
H (2.77, -1.66, 2.71)
H (2.55, -0.73, 1.23)
H (3.00, -2.35, 1.06)
H (0.86, 0.35, 3.02)



2.
This record from the OMol25 dataset describes the molecule C3H6N2O2. The level of theory is ωB97M-V/def2-TZVPD.

Output
electronic energy = -377.91320 a.u.
LUMO energy = 0.77 eV
strongest force on any atom = 0.008 Eh/bohr
energy above the lowest of the compared OMol25 structures with the same formula, charge and spin = 121.1 kJ/mol
HOMO = -9.82 eV

Positions of all 13 atoms, in Å:
H (2.00, -0.05, -1.99)
N (1.35, -0.20, -1.23)
C (1.59, 0.60, -0.27)
O (0.90, 0.60, 0.88)
C (0.00, -0.48, 1.12)
C (-1.41, -0.32, 0.56)
N (-1.56, 0.52, -0.51)
O (-2.32, -0.92, 1.09)
H (2.37, 1.37, -0.24)
H (0.43, -1.41, 0.72)
H (-0.09, -0.55, 2.20)
H (-2.47, 0.48, -0.94)
H (-0.77, 0.64, -1.13)



3.
This record from the OMol25 dataset describes the molecule C5H5ClO2. The level of theory is ωB97M-V/def2-TZVPD.

Output
electronic energy = -804.12606 a.u.
LUMO energy = 0.63 eV
strongest force on any atom = 0.078 Eh/bohr
energy above the lowest of the compared OMol25 structures with the same formula, charge and spin = 160.5 kJ/mol
HOMO = -8.68 eV

Positions of all 13 atoms, in Å:
O (-0.11, 1.68, -0.77)
C (0.03, 0.80, 0.31)
C (1.55, 0.43, 0.37)
C (1.69, -0.82, -0.03)
O (0.55, -1.51, -0.28)
C (-0.49, -0.59, -0.14)
C (-1.74, -1.02, -0.33)
Cl (-3.04, -0.06, 0.12)
H (-0.94, 2.24, -0.51)
H (-0.47, 1.23, 1.23)
H (2.37, 1.07, 0.65)
H (2.58, -1.39, -0.07)
H (-1.98, -2.06, -0.56)



4.
This record from the OMol25 dataset describes the molecule C3H4N2O. The level of theory is ωB97M-V/def2-TZVPD.

Output
electronic energy = -301.28444 a.u.
LUMO energy = -0.57 eV
strongest force on any atom = 0.161 Eh/bohr
energy above the lowest of the compared OMol25 structures with the same formula, charge and spin = 532.4 kJ/mol
HOMO = -10.37 eV

Positions of all 10 atoms, in Å:
C (1.76, 0.56, -0.29)
O (0.89, -0.38, -0.37)
N (-0.27, 0.28, 0.16)
C (-1.24, -0.50, 0.13)
C (-2.64, -0.37, 0.47)
N (-3.78, -0.40, 0.93)
H (2.41, 0.68, 0.66)
H (1.22, 1.61, -0.61)
H (2.50, 0.04, -1.17)
H (-0.85, -1.52, 0.08)



5.
This record from the OMol25 dataset describes a 4-piece molecular cluster, C23H33FN4O13S3 overall. The level of theory is ωB97M-V/def2-TZVPD.

Output
electronic energy = -3387.71202 a.u.
LUMO energy = -0.75 eV
strongest force on any atom = 0.038 Eh/bohr
HOMO = -9.36 eV

Positions of all 77 atoms, in Å:
H (5.52, -1.44, -1.01)
N (5.37, -2.26, -1.60)
C (4.14, -2.60, -1.58)
C (3.75, -3.79, -2.46)
C (3.14, -1.78, -0.74)
C (1.77, -1.56, -1.37)
C (0.57, -1.84, -0.60)
C (0.61, -2.36, 0.85)
F (-0.37, -3.40, 0.90)
C (0.19, -1.26, 1.86)
C (0.66, 0.15, 1.38)
C (-0.68, -1.64, -1.11)
C (-0.88, -1.17, -2.44)
N (-2.18, -1.00, -2.86)
C (-2.20, -0.58, -4.10)
C (-1.06, -0.31, -4.93)
N (0.17, -0.43, -4.49)
C (0.27, -0.89, -3.20)
C (1.58, -1.06, -2.66)
C (2.78, -0.68, -3.52)
C (3.58, 0.50, -2.83)
C (3.24, 1.80, -3.60)
N (3.91, 2.02, -4.86)
O (2.46, 2.62, -3.16)
H (2.82, -4.28, -2.16)
H (4.57, -4.53, -2.36)
H (3.73, -3.53, -3.53)
H (3.59, -0.78, -0.60)
H (3.10, -2.24, 0.26)
H (1.55, -2.84, 1.12)
H (0.61, -1.45, 2.86)
H (-0.91, -1.23, 1.90)
H (0.01, 0.55, 0.59)
H (0.57, 0.85, 2.24)
H (1.72, 0.15, 1.05)
H (-1.55, -1.84, -0.49)
H (-3.19, -0.43, -4.55)
H (-1.19, 0.02, -5.96)
H (2.50, -0.31, -4.52)
H (3.45, -1.54, -3.70)
H (4.67, 0.32, -2.82)
H (3.15, 0.64, -1.83)
H (3.23, 1.83, -5.59)
H (4.65, 1.31, -4.91)
O (2.30, 2.76, 2.83)
S (1.37, 3.79, 3.14)
O (1.05, 4.16, 4.47)
O (0.00, 3.50, 2.35)
C (-0.31, 4.61, 1.49)
C (1.02, 5.22, 1.14)
O (1.80, 5.12, 2.34)
H (-0.93, 5.31, 2.06)
H (-0.86, 4.27, 0.62)
H (0.94, 6.26, 0.82)
H (1.53, 4.65, 0.36)
O (-2.63, 6.91, 2.55)
S (-3.86, 6.61, 3.20)
O (-4.99, 7.45, 3.13)
O (-3.53, 6.31, 4.75)
C (-3.98, 4.99, 5.10)
C (-3.89, 4.20, 3.81)
O (-4.30, 5.12, 2.79)
H (-5.01, 5.06, 5.45)
H (-3.35, 4.58, 5.88)
H (-4.53, 3.32, 3.82)
H (-2.86, 3.90, 3.60)
O (-4.71, -7.65, -0.02)
S (-4.07, -7.38, 1.22)
O (-3.97, -8.35, 2.25)
O (-4.72, -6.04, 1.83)
C (-3.69, -5.06, 2.03)
C (-2.64, -5.36, 0.99)
O (-2.61, -6.79, 0.92)
H (-3.29, -5.18, 3.04)
H (-4.10, -4.05, 1.93)
H (-1.67, -4.96, 1.25)
H (-2.94, -4.98, 0.01)



6.
This record from the OMol25 dataset describes C28H40NO2Sm as an isolated structure. The level of theory is ωB97M-V/def2-TZVPD.

Output
electronic energy = -1953.99713 a.u.
spin multiplicity = 6
LUMO energy (alpha / beta) = 0.25 / 0.25 eV
strongest force on any atom = 0.047 Eh/bohr
energy above the lowest of the compared OMol25 structures with the same formula, charge and spin = 0.0 kJ/mol
HOMO (alpha / beta) = -6.96 / -6.94 eV

Positions of all 72 atoms, in Å:
O (1.14, -0.43, -1.07)
C (0.62, -0.78, -2.44)
C (1.96, -1.34, -2.87)
H (0.33, 0.14, -2.96)
H (-0.18, -1.52, -2.37)
C (2.47, -0.93, -1.48)
H (2.41, -0.78, -3.68)
H (1.97, -2.41, -3.06)
C (3.48, 0.19, -1.51)
H (3.10, 1.06, -2.06)
H (4.40, -0.16, -1.99)
H (3.74, 0.50, -0.49)
C (2.92, -2.10, -0.65)
H (2.22, -2.93, -0.75)
H (3.01, -1.83, 0.40)
H (3.90, -2.43, -1.00)
Sm (-0.30, -0.11, 0.85)
C (-0.81, -1.99, 2.58)
C (-2.00, -1.88, 1.81)
C (-1.73, -2.32, 0.48)
H (-2.97, -1.53, 2.17)
C (-0.35, -2.73, 0.44)
C (0.22, -2.51, 1.73)
H (1.23, -2.76, 2.03)
H (-0.72, -1.78, 3.64)
H (-2.44, -2.37, -0.34)
H (0.13, -3.22, -0.40)
C (0.29, 1.21, 3.03)
C (1.27, 0.16, 2.97)
C (2.10, 0.40, 1.84)
H (1.40, -0.63, 3.70)
C (1.65, 1.60, 1.20)
C (0.54, 2.11, 1.95)
H (-0.02, 3.02, 1.74)
H (-0.48, 1.32, 3.78)
H (2.99, -0.18, 1.58)
H (2.10, 2.08, 0.33)
O (2.19, -0.47, -5.45)
C (3.47, -1.03, -5.84)
C (3.66, -0.89, -7.36)
H (3.51, -2.08, -5.53)
H (4.26, -0.50, -5.28)
C (2.27, -0.47, -7.88)
H (4.01, -1.82, -7.80)
H (4.39, -0.10, -7.54)
C (1.54, 0.05, -6.63)
H (1.74, -1.35, -8.27)
H (2.34, 0.29, -8.66)
H (0.48, -0.25, -6.61)
H (1.58, 1.15, -6.61)
C (-2.08, 1.03, 6.20)
N (-3.13, 1.32, 5.25)
C (-4.41, 1.50, 5.92)
C (-3.16, 0.52, 4.03)
C (-3.30, 1.31, 2.73)
C (-4.34, 2.25, 2.59)
C (-4.44, 3.03, 1.43)
C (-3.55, 2.84, 0.38)
C (-2.54, 1.84, 0.49)
C (-2.44, 1.12, 1.66)
H (-2.17, 1.73, 7.05)
H (-1.09, 1.15, 5.74)
H (-2.14, 0.00, 6.62)
H (-4.27, 2.20, 6.75)
H (-5.15, 1.91, 5.22)
H (-4.81, 0.56, 6.34)
H (-2.23, -0.07, 3.99)
H (-4.01, -0.19, 4.09)
H (-5.06, 2.39, 3.40)
H (-5.23, 3.78, 1.36)
H (-3.62, 3.44, -0.53)
H (-1.85, 1.69, -0.36)



7.
This record from the OMol25 dataset describes the molecule C3H5NO2. The level of theory is ωB97M-V/def2-TZVPD.

Output
electronic energy = -322.47681 a.u.
LUMO energy = 1.05 eV
strongest force on any atom = 0.008 Eh/bohr
energy above the lowest of the compared OMol25 structures with the same formula, charge and spin = 256.0 kJ/mol
HOMO = -10.34 eV

Positions of all 11 atoms, in Å:
H (2.55, 0.43, 1.00)
N (1.53, 0.50, 1.03)
C (1.11, 0.98, -0.06)
O (-0.21, 1.23, -0.28)
C (-1.07, 0.14, -0.46)
C (-0.98, -1.13, 0.25)
O (-0.56, -0.97, -1.11)
H (1.73, 1.29, -0.91)
H (-2.02, 0.53, -0.81)
H (-0.19, -1.28, 0.98)
H (-1.88, -1.73, 0.37)



8.
This record from the OMol25 dataset describes a 2-piece molecular cluster, C5H8N2 overall. The level of theory is ωB97M-V/def2-TZVPD.

Output
electronic energy = -304.64337 a.u.
LUMO energy = 0.82 eV
strongest force on any atom = 0.022 Eh/bohr
energy above the lowest of the compared OMol25 structures with the same formula, charge and spin = 504.4 kJ/mol
HOMO = -7.81 eV

Positions of all 15 atoms, in Å:
C (-1.65, -0.48, 0.46)
C (0.24, -0.09, -1.44)
C (0.94, 1.05, -0.88)
C (0.36, 1.96, 0.13)
N (-0.01, 2.71, 0.93)
N (1.07, -0.35, -0.46)
C (1.33, -0.99, 0.65)
H (-2.14, -0.54, 1.43)
H (-1.93, 0.46, -0.02)
H (-1.97, -1.31, -0.18)
H (-0.30, -0.55, -2.24)
H (1.79, 1.50, -1.39)
H (-0.58, -0.59, 0.73)
H (1.87, -0.49, 1.44)
H (1.10, -2.05, 0.69)



Copy entry 4 word for word.
This record from the OMol25 dataset describes the molecule C3H4N2O. The level of theory is ωB97M-V/def2-TZVPD.

Output
electronic energy = -301.28444 a.u.
LUMO energy = -0.57 eV
strongest force on any atom = 0.161 Eh/bohr
energy above the lowest of the compared OMol25 structures with the same formula, charge and spin = 532.4 kJ/mol
HOMO = -10.37 eV

Positions of all 10 atoms, in Å:
C (1.76, 0.56, -0.29)
O (0.89, -0.38, -0.37)
N (-0.27, 0.28, 0.16)
C (-1.24, -0.50, 0.13)
C (-2.64, -0.37, 0.47)
N (-3.78, -0.40, 0.93)
H (2.41, 0.68, 0.66)
H (1.22, 1.61, -0.61)
H (2.50, 0.04, -1.17)
H (-0.85, -1.52, 0.08)